{"formula": "C30H38F3N2O28", "method": "wB97M-V/def2-TZVPD", "species": ["F", "F", "F", "O", "O", "O", "O", "O", "O", "O", "O", "O", "O", "O", "O", "O", "O", "O", "O", "O", "O", "O", "O", "O", "O", "O", "O", "O", "O", "O", "O", "N", "N", "C", "C", "C", "C", "C", "C", "C", "C", "C", "C", "C", "C", "C", "C", "C", "C", "C", "C", "C", "C", "C", "C", "C", "C", "C", "C", "C", "C", "C", "C", "H", "H", "H", "H", "H", "H", "H", "H", "H", "H", "H", "H", "H", "H", "H", "H", "H", "H", "H", "H", "H", "H", "H", "H", "H", "H", "H", "H", "H", "H", "H", "H", "H", "H", "H", "H", "H", "H"], "coordinates": [[4.741998, 1.019492, -2.834599], [4.755837, -0.668699, -1.455853], [5.742528, 1.249641, -0.906058], [-6.634903, 2.710231, 8.309605], [9.300257, 2.871490, -1.709506], [-4.725560, 0.693650, 5.120857], [8.939385, 2.647383, -3.885359], [-2.568713, 1.282670, 5.427670], [0.016894, -3.290417, -2.560472], [-7.049658, 0.802088, 7.181354], [2.116962, -3.930595, -2.102105], [-3.350970, -0.664723, 6.256345], [3.293829, 3.918347, 1.087511], [-5.471130, -3.739659, -6.513032], [-2.568674, 2.174190, -0.508497], [11.282235, -0.655099, -2.641832], [-7.380292, 2.803960, 6.198439], [-3.510442, -4.490735, -0.737513], [0.545396, -5.485902, -2.553126], [3.771178, 1.708566, 1.112491], [-0.085628, -0.828383, 2.698374], [-3.403612, -3.498749, -5.642497], [-5.595190, -5.325631, -0.514805], [-2.914027, 4.167037, -1.509929], [1.209335, -1.647625, 1.039900], [-4.607062, -5.240476, -2.543235], [6.568389, -1.367131, -3.221118], [5.383309, 3.222906, 1.529523], [-0.279206, -0.007936, 0.619536], [-2.177947, 4.093870, 0.608171], [-4.030261, -5.459247, -6.563482], [13.501605, -1.125490, -1.701871], [10.584912, 0.344980, -1.893934], [-4.658384, -5.045280, -1.198887], [-1.363242, 0.535711, 1.370937], [12.421895, -0.873201, -1.970245], [-0.918317, 0.329045, 2.791791], [0.362326, -0.899354, 1.418594], [5.453941, 4.634092, 1.359036], [6.832568, -0.094857, -2.643471], [4.020074, 5.062176, 1.527192], [5.533593, 0.365519, -1.901177], [-7.433934, 4.134718, 6.705608], [-5.295680, -5.977951, -6.963721], [9.160499, 2.168367, -2.760866], [-2.982036, 5.499650, -1.010248], [0.865852, -4.343416, -2.417449], [-4.670351, -1.185709, 6.427330], [-3.434880, -4.576053, -3.027091], [-5.431917, -0.533043, 5.310091], [0.709642, -2.125675, -2.097929], [4.114816, 2.837145, 1.232479], [-2.556068, 3.362637, -0.474644], [-7.024791, 1.992422, 7.225698], [9.301195, 0.610935, -2.619440], [-4.221512, -4.166869, -6.186917], [-6.059424, -4.737687, -7.341816], [-6.522314, 4.071310, 7.900373], [2.149862, -2.508635, -2.255045], [-2.076099, 5.452213, 0.190449], [-3.463392, 0.510251, 5.587352], [8.138736, -0.036642, -1.779052], [-2.558828, -4.520333, -1.809127], [-4.018200, 5.725057, -0.745103], [-6.468194, -0.347769, 5.566197], [6.114482, 5.082212, 2.100021], [-5.040516, -0.893768, 7.412293], [-4.672119, -2.272429, 6.356324], [-1.515748, 1.576558, 1.131038], [-2.980459, -5.133238, -3.842556], [6.975444, 0.617180, -3.498277], [-7.126760, -4.826832, -7.144553], [-5.914116, -4.458695, -8.388646], [-5.185185, -6.672203, -7.795564], [2.542254, -2.268812, -3.246372], [7.246627, -2.012966, -2.976731], [-1.034858, 5.667508, -0.061146], [-1.927152, -3.641188, -1.792052], [-2.273269, -0.020177, 1.132320], [-6.830628, 4.744429, 8.698943], [-0.322185, 1.162855, 3.169623], [10.386222, 0.020055, -0.942897], [3.762719, 5.264617, 2.570779], [9.371737, 0.144016, -3.632967], [-7.095354, 4.849641, 5.957401], [5.842701, 4.850441, 0.361128], [-5.480552, 4.278389, 7.644430], [-2.645798, 6.213338, -1.760881], [-5.392483, -1.110402, 4.382195], [8.421496, -1.098820, -1.522785], [-1.750041, 0.155903, 3.468664], [-1.933049, -5.408618, -1.701657], [3.770334, 5.935272, 0.925213], [0.437013, -1.943112, -1.058330], [-5.744616, -6.505297, -6.118521], [0.442839, -1.252928, -2.692500], [-2.395119, 6.127572, 0.983061], [8.032269, 0.494229, -0.806572], [-3.714034, -3.586660, -3.387389], [2.786160, -2.048683, -1.502409], [-8.466463, 4.367837, 6.977519]], "atomic_forces_ev_per_a": [[0.43, -0.44, 0.82], [0.98, 0.96, 0.08], [-0.07, -0.87, -0.57], [-0.17, -0.19, -0.36], [-0.19, -1.78, -0.36], [0.41, -0.03, 0.22], [-0.20, -1.03, -0.62], [-0.21, -0.08, 0.06], [0.58, -0.39, -0.18], [-0.20, 0.38, 0.32], [-0.66, -0.19, -0.17], [-0.04, 0.40, -0.27], [0.23, -0.11, 0.05], [0.30, -0.23, 0.07], [-0.31, 0.55, -0.38], [1.92, -1.43, 1.91], [0.11, -0.23, 0.37], [-0.59, -0.22, -0.25], [-0.07, 0.18, 0.01], [-0.19, 0.21, 0.14], [0.13, -0.05, -0.48], [-0.17, -0.01, -0.43], [0.10, 0.03, -0.13], [0.14, -0.12, 0.37], [-0.15, 0.02, 0.08], [-0.04, -0.02, 0.47], [0.18, -0.04, 0.07], [-0.48, 0.06, 0.03], [0.23, -0.34, 0.29], [-0.19, -0.12, -0.31], [-0.15, 0.36, 0.04], [1.31, -0.38, 1.05], [-1.20, 1.97, -0.13], [-0.09, -0.01, 0.23], [-0.26, 0.17, 0.29], [-2.44, 0.42, -2.92], [-0.17, 0.14, 0.34], [0.23, -0.04, 0.03], [0.51, 0.33, -0.11], [0.51, 0.47, 0.25], [-0.19, 0.43, 0.08], [-0.72, 0.26, -1.10], [-0.21, 0.48, -0.26], [-0.15, -0.58, -0.06], [0.07, 2.10, 1.03], [-0.21, 0.43, -0.27], [0.23, -0.18, 0.02], [-0.22, -0.46, 0.36], [0.26, 0.12, -0.28], [-0.55, -0.46, -0.49], [-0.30, 0.76, 0.21], [0.15, -0.54, -0.11], [-0.02, -0.37, -0.19], [0.04, -0.21, -0.03], [0.04, -0.39, 0.76], [0.28, 0.27, 0.07], [-0.47, 0.05, -0.29], [0.29, 0.48, 0.27], [0.57, 0.47, 0.05], [0.28, 0.46, 0.28], [0.16, 0.13, 0.06], [0.04, -0.50, -0.58], [0.46, -0.02, 0.11], [0.03, -0.04, 0.02], [0.14, 0.16, -0.09], [0.03, -0.22, 0.01], [0.00, 0.07, -0.07], [0.24, 0.07, -0.03], [0.18, -0.15, -0.04], [-0.16, -0.07, 0.07], [-0.31, -0.29, 0.86], [0.07, 0.17, 0.12], [0.04, -0.01, 0.04], [0.21, 0.05, 0.07], [-0.01, -0.07, 0.03], [-0.18, 0.43, 0.11], [-0.04, -0.05, -0.02], [-0.19, -0.03, 0.21], [0.04, 0.02, -0.03], [0.00, -0.21, 0.09], [-0.01, -0.05, -0.01], [0.15, -0.46, -0.46], [0.02, -0.04, -0.01], [-0.03, 0.36, 0.83], [-0.01, -0.20, -0.10], [-0.02, -0.05, 0.02], [-0.04, -0.06, -0.03], [-0.01, -0.20, -0.09], [0.17, 0.03, 0.02], [-0.21, 0.81, -0.23], [0.19, -0.14, 0.04], [-0.02, 0.05, -0.01], [-0.12, -0.15, -0.06], [0.11, -0.08, -0.10], [0.02, 0.07, 0.00], [-0.13, -0.18, -0.09], [0.01, -0.21, 0.09], [-0.07, -0.08, -0.83], [-0.01, -0.06, 0.10], [-0.01, -0.23, 0.03], [0.03, -0.05, 0.02]], "lowdin_charge": [0.085, 0.110, 0.139, 0.072, -0.090, 0.061, -0.059, 0.143, 0.022, 0.145, 0.077, 0.069, 0.051, 0.067, 0.160, -0.032, 0.072, 0.067, 0.142, 0.169, 0.072, 0.153, 0.139, 0.071, 0.153, 0.057, -0.017, 0.065, 0.067, 0.063, 0.065, 0.145, 0.009, -0.568, -0.127, -0.328, -0.109, -0.551, -0.124, -0.240, -0.140, -0.483, -0.124, -0.125, -0.704, -0.128, -0.555, -0.118, -0.123, -0.136, -0.106, -0.563, -0.537, -0.537, -0.213, -0.556, -0.130, -0.123, -0.108, -0.125, -0.565, -0.073, -0.107, 0.133, 0.107, 0.132, 0.127, 0.135, 0.095, 0.130, 0.161, 0.133, 0.133, 0.133, 0.139, 0.094, 0.137, 0.116, 0.139, 0.134, 0.140, 0.118, 0.128, 0.153, 0.135, 0.142, 0.137, 0.134, 0.138, 0.124, 0.109, 0.131, 0.129, 0.102, 0.136, 0.141, 0.133, 0.126, 0.125, 0.122, 0.134], "gap_ev": 6.01, "e_tot_ev": -100188.2260, "total_charge": -1}